[1]
{"formula": "C14H24IN2O3", "method": "ωB97M-V with the def2-TZVPD basis set", "smiles": "C[C@H](I)C[N@@H+](CCCNCc1ccccc1O)COO", "total_charge": 1, "symbols": ["C", "C", "I", "C", "N", "C", "C", "C", "N", "C", "C", "C", "C", "C", "C", "C", "O", "C", "O", "O", "H", "H", "H", "H", "H", "H", "H", "H", "H", "H", "H", "H", "H", "H", "H", "H", "H", "H", "H", "H", "H", "H", "H", "H"], "positions_angstrom": [[-3.33, 1.89, 2.56], [-3.71, 1.46, 1.12], [-5.30, 0.01, 1.08], [-2.53, 1.09, 0.22], [-2.04, -0.33, 0.33], [-0.99, -0.53, -0.75], [-0.56, -1.99, -0.91], [0.93, -2.26, -0.52], [1.50, -1.28, 0.41], [2.92, -1.00, 0.11], [2.94, 0.08, -0.96], [2.37, 1.30, -0.67], [2.33, 2.29, -1.62], [2.85, 2.09, -2.88], [3.45, 0.89, -3.15], [3.51, -0.11, -2.21], [4.11, -1.32, -2.50], [-1.52, -0.69, 1.67], [-2.53, -1.26, 2.45], [-2.08, -1.35, 3.77], [-3.56, 1.11, 3.29], [-3.85, 2.81, 2.84], [-2.26, 2.10, 2.64], [-4.14, 2.35, 0.67], [-2.86, 1.25, -0.81], [-1.66, 1.73, 0.35], [-2.77, -1.01, 0.10], [-1.48, -0.23, -1.68], [-0.17, 0.18, -0.60], [-0.66, -2.25, -1.97], [-1.22, -2.66, -0.34], [0.97, -3.25, -0.02], [1.52, -2.36, -1.43], [1.41, -1.60, 1.37], [3.38, -0.64, 1.04], [3.46, -1.90, -0.20], [1.94, 1.52, 0.31], [1.86, 3.25, -1.41], [2.78, 2.88, -3.61], [3.89, 0.75, -4.13], [4.75, -1.46, -1.79], [-0.67, -1.37, 1.63], [-1.15, 0.24, 2.14], [-1.83, -0.45, 4.06]], "lowdin_charge": [-0.1382, -0.7283, 0.9630, -0.1869, -0.0736, -0.1053, -0.1212, -0.1842, -0.0823, -0.1452, -0.1668, -0.0701, -0.0984, -0.0753, -0.0119, -0.2702, 0.0385, -0.1572, -0.1660, 0.0243, 0.0557, 0.0870, 0.0762, 0.0771, 0.1339, 0.1474, 0.1360, 0.1356, 0.1166, 0.1196, 0.1194, 0.1244, 0.1219, 0.1043, 0.1306, 0.1144, 0.1158, 0.1062, 0.1142, 0.1294, 0.1070, 0.1309, 0.1423, 0.1094]}

---

[2]
{"formula": "C14H24N2O5", "method": "ωB97M-V with the def2-TZVPD basis set", "smiles": "CCCOC(=O)C[C@@H]1C(=O)NCCN1C(=O)OC(C)(C)C", "relative_energy_kj_mol": 0.0, "symbols": ["C", "C", "C", "O", "C", "O", "C", "C", "C", "O", "N", "C", "C", "N", "C", "O", "O", "C", "C", "C", "C", "H", "H", "H", "H", "H", "H", "H", "H", "H", "H", "H", "H", "H", "H", "H", "H", "H", "H", "H", "H", "H", "H", "H", "H"], "positions_angstrom": [[-0.88, -5.17, 0.14], [-2.11, -4.73, 0.92], [-2.55, -3.33, 0.53], [-1.49, -2.42, 0.84], [-1.73, -1.13, 0.59], [-2.79, -0.69, 0.25], [-0.46, -0.32, 0.76], [0.20, -0.15, -0.64], [0.36, -1.54, -1.24], [-0.50, -2.04, -1.94], [1.48, -2.20, -0.89], [2.57, -1.55, -0.20], [2.69, -0.13, -0.74], [1.45, 0.58, -0.53], [1.50, 1.92, -0.31], [2.54, 2.53, -0.23], [0.26, 2.43, -0.19], [0.06, 3.85, 0.03], [-1.46, 3.99, 0.08], [0.64, 4.64, -1.14], [0.69, 4.28, 1.35], [-0.61, -6.20, 0.39], [-0.04, -4.52, 0.37], [-1.07, -5.11, -0.93], [-1.89, -4.76, 1.99], [-2.94, -5.41, 0.73], [-2.75, -3.26, -0.54], [-3.45, -3.03, 1.07], [0.21, -0.84, 1.44], [-0.71, 0.67, 1.14], [-0.50, 0.41, -1.27], [1.60, -3.13, -1.26], [2.39, -1.52, 0.88], [3.49, -2.10, -0.38], [2.93, -0.17, -1.82], [3.48, 0.43, -0.24], [-1.73, 5.03, 0.23], [-1.90, 3.64, -0.85], [-1.87, 3.40, 0.89], [0.41, 5.70, -1.02], [0.21, 4.29, -2.08], [1.72, 4.52, -1.18], [1.77, 4.15, 1.31], [0.47, 5.32, 1.54], [0.29, 3.68, 2.17]], "lowdin_charge": [-0.1026, -0.2203, -0.1744, -0.0078, -0.5090, 0.1337, 0.0017, -0.1507, -0.4533, 0.0888, 0.0940, -0.1430, -0.1124, 0.0106, -0.5218, 0.0909, 0.0235, -0.5645, -0.0164, -0.0169, -0.0164, 0.0689, 0.0579, 0.0772, 0.1108, 0.1117, 0.1354, 0.1295, 0.1259, 0.1241, 0.1706, 0.1513, 0.1208, 0.1274, 0.1396, 0.1279, 0.0892, 0.0899, 0.0867, 0.0900, 0.0925, 0.0795, 0.0795, 0.0900, 0.0903]}

---

[3]
{"formula": "C14H24N4OPtS", "method": "ωB97M-V with the def2-TZVPD basis set", "total_charge": 2, "symbols": ["Pt", "C", "C", "N", "C", "C", "S", "C", "C", "N", "H", "H", "H", "H", "H", "H", "H", "H", "H", "H", "H", "H", "H", "H", "C", "C", "O", "N", "C", "C", "C", "C", "C", "C", "N", "H", "H", "H", "H", "H", "H", "H", "H", "H", "H"], "positions_angstrom": [[0.10, -0.16, 0.06], [-1.36, -1.45, 2.30], [-1.46, -2.51, 1.21], [-0.29, -2.51, 0.31], [0.90, -3.23, 0.75], [1.68, -2.55, 1.88], [1.95, -0.77, 1.61], [1.19, -0.02, 3.10], [-0.16, 0.65, 2.83], [-0.95, -0.09, 1.80], [-0.62, -1.75, 3.04], [-2.31, -1.36, 2.82], [-2.34, -2.32, 0.59], [-1.60, -3.47, 1.70], [-0.56, -2.85, -0.60], [1.55, -3.31, -0.13], [0.66, -4.25, 1.08], [2.66, -3.02, 1.95], [1.20, -2.68, 2.84], [1.89, 0.72, 3.48], [1.12, -0.80, 3.86], [0.00, 1.66, 2.44], [-0.74, 0.72, 3.75], [-1.80, 0.46, 1.64], [2.28, -0.41, -3.73], [1.69, 0.26, -2.53], [1.25, -0.46, -1.60], [1.65, 1.59, -2.52], [1.13, 2.42, -1.43], [-0.37, 2.44, -1.40], [-1.09, 3.49, -1.94], [-2.48, 3.45, -1.94], [-3.11, 2.35, -1.40], [-2.34, 1.33, -0.87], [-0.99, 1.38, -0.85], [2.69, -1.37, -3.43], [3.05, 0.19, -4.20], [1.48, -0.59, -4.45], [2.01, 2.05, -3.34], [1.52, 3.43, -1.60], [1.52, 2.06, -0.48], [-0.56, 4.33, -2.37], [-3.05, 4.27, -2.36], [-4.19, 2.26, -1.38], [-2.80, 0.44, -0.47]], "lowdin_charge": [1.0551, -0.1399, -0.1718, -0.1577, -0.2381, -0.3885, 0.9304, -0.3923, -0.2196, -0.2217, 0.0980, 0.1445, 0.1275, 0.1394, 0.1270, 0.1282, 0.1378, 0.0941, 0.0777, 0.0936, 0.0859, 0.1212, 0.1408, 0.1169, 0.0463, -0.4504, -0.1556, 0.1202, -0.0914, -0.2364, 0.0212, 0.0013, -0.0110, -0.1068, -0.0660, 0.1028, 0.1014, 0.1127, 0.1662, 0.1412, 0.1094, 0.1329, 0.1329, 0.1281, 0.1125]}

---

[4]
{"formula": "C14H25BO10S", "method": "ωB97M-V with the def2-TZVPD basis set", "total_charge": -2, "symbols": ["C", "C", "O", "B", "O", "C", "C", "C", "C", "C", "C", "C", "O", "S", "O", "O", "C", "C", "O", "C", "C", "O", "H", "H", "H", "H", "H", "H", "H", "H", "H", "H", "H", "H", "H", "H", "H", "H", "H", "H", "H", "H", "H", "H", "H", "H", "H", "C", "O", "O", "O"], "positions_angstrom": [[-3.81, -1.18, -1.46], [-3.52, -0.59, -2.96], [-2.21, -0.96, -3.53], [-1.18, 0.09, -3.28], [-1.45, 1.44, -3.82], [0.18, -0.39, -2.48], [-0.21, -1.03, -1.00], [1.09, -1.54, -0.14], [0.57, -2.21, 1.30], [-0.32, -1.13, 2.18], [1.93, -2.54, 2.21], [1.57, -3.35, 3.60], [2.03, -0.44, 0.12], [2.78, 0.02, -1.34], [3.49, -1.14, -2.10], [3.88, 1.07, -1.02], [1.38, 0.73, -2.43], [0.96, 2.19, -1.82], [0.10, 2.15, -0.63], [-0.13, 3.60, -0.32], [0.46, 4.19, 1.11], [-0.81, 4.42, -1.14], [-4.94, -1.57, -1.41], [-3.14, -2.08, -1.14], [-3.77, -0.26, -0.72], [-3.75, 0.55, -2.95], [-4.34, -1.08, -3.67], [-0.69, 1.70, -4.43], [0.61, -1.31, -3.11], [-0.93, -0.30, -0.42], [-0.86, -2.00, -1.24], [1.66, -2.39, -0.71], [-0.06, -3.19, 1.09], [0.03, -1.03, 3.29], [-0.21, -0.07, 1.66], [-1.48, -1.37, 2.19], [2.65, -3.21, 1.53], [2.44, -1.52, 2.53], [2.45, -4.06, 3.94], [0.59, -4.00, 3.53], [1.48, -2.52, 4.45], [1.85, 0.78, -3.53], [1.97, 2.77, -1.56], [0.49, 2.80, -2.73], [-0.02, 3.53, 1.97], [0.15, 5.32, 1.26], [1.63, 4.05, 1.18], [-0.11, 1.81, 4.52], [0.52, 2.63, 5.16], [0.00, 0.58, 4.62], [-0.96, 2.08, 3.66]], "lowdin_charge": [-0.1018, -0.2410, -0.0511, -0.4197, 0.0468, -0.1565, -0.0925, -0.3030, -0.2700, -0.0809, -0.2306, -0.1577, -0.2285, 0.8432, -0.3931, -0.3713, -0.2322, -0.1884, -0.0844, -0.2592, -0.0052, -0.0656, 0.0808, 0.0805, 0.0945, 0.1292, 0.1246, 0.1141, 0.1593, 0.1316, 0.1288, 0.1461, 0.1334, 0.0595, 0.0934, 0.0850, 0.1058, 0.1354, 0.0609, 0.0713, 0.0921, 0.1616, 0.1471, 0.1344, 0.0954, 0.0939, 0.0964, -1.2072, -0.1530, -0.1812, -0.1708]}

---

[5]
{"formula": "C14H25BeClN3O5", "method": "ωB97M-V with the def2-TZVPD basis set", "total_charge": -1, "relative_energy_kj_mol": 70.8, "symbols": ["Be", "C", "C", "C", "O", "H", "H", "H", "H", "H", "H", "H", "C", "C", "O", "O", "H", "H", "H", "Cl", "O", "C", "N", "C", "H", "H", "H", "H", "H", "O", "C", "N", "C", "H", "H", "H", "H", "H", "N", "C", "C", "C", "C", "C", "H", "H", "H", "H", "H"], "positions_angstrom": [[1.23, 0.82, 0.43], [-3.07, -0.92, 1.82], [-2.29, -0.72, 0.49], [-3.13, -0.17, -0.56], [-1.00, -0.29, 0.49], [-3.03, -0.02, 2.44], [-2.69, -1.77, 2.38], [-4.10, -1.27, 1.70], [-2.20, -1.79, 0.29], [-4.11, -0.63, -0.46], [-2.84, -0.12, -1.61], [-3.32, 0.85, -0.25], [2.05, 2.50, 4.51], [1.82, 1.84, 3.16], [1.17, 2.46, 2.25], [2.08, 0.73, 2.94], [1.66, 2.01, 5.40], [1.38, 3.35, 4.34], [3.09, 2.80, 4.61], [3.85, 1.90, -0.32], [1.47, 0.13, -2.13], [1.15, -0.95, -2.66], [0.27, -1.73, -1.96], [1.70, -1.50, -4.01], [-0.10, -2.62, -2.26], [0.02, -1.31, -1.08], [1.48, -0.88, -4.87], [1.30, -2.47, -4.30], [2.79, -1.59, -3.99], [1.75, -2.08, 0.69], [2.24, -3.25, 0.79], [1.92, -4.17, -0.10], [3.28, -3.64, 1.79], [2.32, -5.09, -0.05], [1.29, -3.93, -0.85], [2.87, -3.48, 2.78], [4.13, -2.96, 1.77], [3.54, -4.70, 1.69], [-0.48, 2.37, -0.81], [-0.91, 2.19, -2.10], [-2.10, 2.68, -2.61], [-2.81, 3.60, -1.78], [-2.36, 3.94, -0.50], [-1.29, 3.23, -0.01], [-0.19, 1.59, -2.64], [-2.38, 2.62, -3.65], [-3.72, 4.11, -2.07], [-2.85, 4.80, -0.05], [-0.86, 3.54, 0.93]], "lowdin_charge": [0.8756, -0.0731, -0.7008, -0.1006, -0.2873, 0.0659, 0.0586, 0.0540, 0.0928, 0.0653, 0.0677, 0.0694, -0.0117, -0.8230, -0.1191, 0.0131, 0.0689, 0.0622, 0.0745, -0.5169, -0.0586, -0.5125, 0.1670, 0.0008, 0.0990, 0.0496, 0.0716, 0.0584, 0.0788, -0.0211, -0.5515, 0.1575, -0.0019, 0.1015, 0.0960, 0.0905, 0.0971, 0.0675, 0.0882, -0.1432, -0.0681, -0.0788, -0.0946, -0.0824, 0.0847, 0.0897, 0.0883, 0.0962, 0.0947]}

---

no.,highest occupied orbital energy (hartree)
1,-0.424
2,-0.346
3,-0.524
4,0.074
5,-0.152